Entry 1:
{
  "formula": "C27H47O23S5V2",
  "method": "ωB97M-V with the def2-TZVPD basis set",
  "species": ["O", "V", "O", "O", "V", "O", "C", "C", "C", "O", "H", "H", "H", "H", "H", "H", "H", "C", "C", "O", "S", "O", "O", "O", "H", "H", "H", "H", "C", "C", "O", "S", "O", "O", "O", "H", "H", "H", "H", "C", "C", "O", "S", "O", "O", "O", "H", "H", "H", "H", "O", "S", "O", "O", "C", "C", "C", "H", "H", "H", "H", "H", "H", "H", "H", "O", "S", "O", "O", "C", "C", "C", "H", "H", "H", "H", "H", "H", "H", "H", "C", "C", "C", "C", "C", "C", "H", "H", "H", "H", "H", "H", "C", "C", "C", "C", "C", "C", "H", "H", "H", "H", "H", "H"],
  "coordinates": [[18.935, -10.966, -9.527], [18.271, -12.365, -9.235], [17.849, -12.393, -7.725], [16.031, -12.631, -13.193], [16.272, -13.417, -11.880], [15.007, -14.214, -11.448], [15.133, -10.280, -11.585], [15.855, -10.635, -10.288], [14.955, -10.445, -9.077], [16.356, -11.984, -10.240], [14.914, -9.232, -11.355], [14.267, -10.888, -11.831], [15.832, -10.249, -12.421], [16.639, -9.878, -10.162], [14.649, -9.415, -8.902], [15.355, -10.788, -8.117], [14.091, -11.115, -9.198], [13.451, -14.107, -8.250], [13.452, -15.033, -7.062], [12.635, -14.309, -6.140], [11.319, -13.870, -6.952], [10.906, -12.616, -6.454], [10.421, -14.940, -6.981], [12.096, -13.647, -8.345], [13.743, -14.618, -9.168], [14.107, -13.239, -8.151], [14.425, -15.174, -6.602], [13.002, -15.990, -7.331], [11.580, -6.287, -8.650], [10.949, -7.673, -8.733], [10.132, -7.672, -9.885], [10.051, -6.219, -10.554], [8.722, -5.894, -10.821], [10.983, -6.122, -11.614], [10.613, -5.442, -9.298], [12.493, -6.217, -9.249], [11.826, -5.933, -7.655], [10.405, -7.968, -7.837], [11.795, -8.365, -8.806], [12.101, -9.666, -6.235], [12.487, -10.313, -4.896], [13.453, -9.464, -4.294], [13.982, -8.303, -5.228], [15.205, -8.673, -5.818], [13.904, -7.057, -4.573], [12.776, -8.425, -6.261], [11.018, -9.568, -6.316], [12.311, -10.282, -7.115], [12.856, -11.335, -4.966], [11.623, -10.392, -4.237], [18.593, -6.094, -13.767], [19.053, -6.899, -12.696], [20.307, -7.575, -12.770], [18.995, -5.937, -11.440], [19.597, -6.407, -10.224], [19.343, -5.465, -9.088], [17.733, -8.039, -12.309], [20.671, -6.540, -10.353], [19.191, -7.396, -9.973], [19.909, -4.535, -9.146], [19.684, -6.007, -8.198], [18.334, -5.166, -8.802], [17.010, -7.616, -11.624], [18.263, -8.867, -11.830], [17.358, -8.344, -13.285], [18.659, -12.582, -11.699], [19.944, -12.676, -12.399], [20.795, -13.764, -12.122], [19.508, -12.714, -13.900], [20.267, -13.522, -14.843], [21.308, -12.680, -15.556], [20.800, -11.130, -12.288], [19.537, -13.861, -15.572], [20.799, -14.374, -14.429], [22.015, -12.182, -14.891], [20.847, -11.950, -16.223], [21.913, -13.298, -16.222], [20.471, -10.657, -13.217], [21.869, -11.236, -12.460], [20.563, -10.541, -11.409], [16.110, -8.947, -15.917], [15.791, -7.602, -15.772], [14.658, -7.172, -15.098], [13.829, -8.146, -14.520], [14.092, -9.493, -14.717], [15.292, -9.894, -15.301], [17.050, -9.197, -16.391], [16.448, -6.835, -16.168], [14.225, -6.184, -15.167], [12.880, -7.866, -14.088], [13.561, -10.232, -14.128], [15.505, -10.956, -15.342], [10.549, -13.756, -11.180], [11.569, -13.438, -12.064], [11.862, -12.102, -12.334], [11.208, -11.095, -11.636], [10.198, -11.427, -10.734], [9.878, -12.754, -10.488], [10.226, -14.776, -11.015], [12.091, -14.218, -12.604], [12.545, -11.919, -13.156], [11.300, -10.059, -11.942], [9.716, -10.564, -10.290], [9.147, -12.965, -9.717]],
  "lowdin_charge": [-0.258, 1.057, -0.247, -0.234, 1.020, -0.267, -0.047, -0.483, -0.039, -0.345, 0.102, 0.065, 0.058, 0.117, 0.090, 0.080, 0.082, -0.164, -0.164, -0.182, 0.587, -0.211, -0.180, -0.193, 0.118, 0.117, 0.139, 0.138, -0.145, -0.187, -0.180, 0.567, -0.181, -0.222, -0.173, 0.130, 0.137, 0.124, 0.116, -0.183, -0.145, -0.169, 0.576, -0.219, -0.196, -0.202, 0.125, 0.114, 0.121, 0.137, -0.252, 0.556, -0.277, -0.239, -0.275, -0.066, -0.109, 0.122, 0.111, 0.086, 0.087, 0.085, 0.081, 0.046, 0.058, -0.396, 0.623, -0.221, -0.236, -0.214, -0.055, -0.069, 0.132, 0.119, 0.079, 0.091, 0.095, 0.084, 0.095, 0.065, -0.095, -0.101, -0.069, -0.079, -0.102, -0.107, 0.101, 0.108, 0.110, 0.102, 0.075, 0.088, -0.092, -0.095, -0.108, -0.089, -0.080, -0.087, 0.110, 0.100, 0.083, 0.104, 0.099, 0.110],
  "e_tot_ha": -6666.05605,
  "e_homo_ev": -11.29,
  "charge": 1
}

Entry 2:
{
  "formula": "C27H48AlN2O7P2S2Si",
  "method": "ωB97M-V with the def2-TZVPD basis set",
  "species": ["Al", "N", "C", "C", "P", "O", "O", "O", "P", "O", "O", "O", "H", "H", "H", "H", "H", "H", "H", "H", "C", "Si", "C", "N", "C", "C", "C", "C", "C", "C", "C", "C", "C", "C", "C", "C", "C", "C", "C", "C", "C", "H", "H", "H", "H", "H", "H", "H", "H", "H", "H", "H", "H", "H", "H", "H", "H", "H", "H", "H", "H", "H", "H", "H", "H", "C", "S", "C", "H", "H", "H", "H", "H", "H", "C", "C", "S", "O", "C", "C", "H", "H", "H", "H", "H", "H", "H", "H", "H", "H"],
  "coordinates": [[-0.795, 0.100, 0.215], [-5.427, 1.721, -1.036], [-4.149, 0.977, -1.361], [-4.187, 0.416, -2.773], [-2.813, 2.262, -1.045], [-2.468, 2.851, -2.489], [-3.548, 3.275, -0.240], [-1.547, 1.642, -0.505], [-3.970, -0.418, -0.153], [-4.683, 0.317, 1.104], [-4.670, -1.632, -0.582], [-2.489, -0.558, 0.173], [-5.054, 2.573, -0.484], [-6.064, 1.167, -0.466], [-5.903, 2.055, -1.871], [-4.294, 1.216, -3.506], [-5.010, -0.293, -2.871], [-3.270, -0.134, -2.990], [-1.696, 2.434, -2.902], [-4.843, -0.307, 1.829], [1.027, 0.767, -0.341], [2.144, -0.644, -0.791], [1.231, -2.093, 0.052], [-0.238, -1.976, -0.118], [-0.926, -2.891, 0.830], [-0.749, -4.372, 0.509], [-1.094, -4.666, -0.967], [-1.634, -3.418, -1.667], [-0.629, -2.281, -1.537], [2.277, -0.890, -2.654], [2.856, -2.048, -3.182], [2.998, -2.221, -4.550], [2.565, -1.232, -5.423], [1.996, -0.072, -4.920], [1.855, 0.093, -3.549], [3.886, -0.638, -0.068], [5.016, -0.526, -0.879], [6.293, -0.521, -0.334], [6.463, -0.627, 1.038], [5.352, -0.729, 1.864], [4.081, -0.733, 1.313], [1.017, 1.532, -1.118], [1.427, 1.272, 0.545], [1.449, -2.008, 1.123], [1.591, -3.078, -0.267], [-1.985, -2.653, 0.823], [-0.546, -2.678, 1.830], [-1.409, -4.928, 1.177], [0.268, -4.695, 0.737], [-1.828, -5.469, -1.034], [-0.203, -5.001, -1.503], [-2.610, -3.132, -1.267], [-1.773, -3.623, -2.730], [-1.030, -1.370, -2.001], [0.268, -2.546, -2.098], [3.208, -2.823, -2.508], [3.453, -3.124, -4.936], [2.674, -1.364, -6.492], [1.668, 0.709, -5.595], [1.419, 1.009, -3.165], [4.891, -0.444, -1.952], [7.155, -0.433, -0.982], [7.459, -0.632, 1.462], [5.484, -0.805, 2.937], [3.218, -0.815, 1.970], [-0.615, 5.205, 0.394], [0.495, 4.086, 1.276], [2.080, 4.794, 0.763], [-0.564, 6.202, 0.828], [-1.624, 4.810, 0.484], [-0.334, 5.236, -0.658], [2.140, 4.802, -0.324], [2.872, 4.163, 1.162], [2.181, 5.804, 1.155], [0.332, 2.201, 4.859], [0.929, 1.387, 3.723], [0.150, -0.217, 3.313], [-0.588, 0.036, 2.000], [-1.213, -0.426, 4.513], [-2.421, 0.465, 4.257], [1.025, 3.001, 5.115], [0.184, 1.604, 5.759], [-0.609, 2.661, 4.564], [1.966, 1.122, 3.931], [0.888, 1.940, 2.785], [-0.777, -0.290, 5.502], [-1.458, -1.482, 4.398], [-2.395, 1.364, 4.867], [-3.335, -0.077, 4.496], [-2.467, 0.762, 3.208]],
  "lowdin_charge": [-0.104, 0.166, -0.466, -0.067, 0.419, -0.096, -0.268, -0.190, 0.398, -0.126, -0.245, -0.183, 0.127, 0.148, 0.166, 0.088, 0.091, 0.093, 0.099, 0.098, -0.200, 0.663, -0.196, -0.205, -0.181, -0.151, -0.164, -0.164, -0.147, -0.267, -0.110, -0.077, -0.080, -0.082, -0.094, -0.232, -0.088, -0.076, -0.083, -0.088, -0.107, 0.013, 0.002, 0.078, 0.102, 0.109, 0.107, 0.115, 0.105, 0.111, 0.112, 0.098, 0.124, 0.111, 0.111, 0.110, 0.107, 0.106, 0.103, 0.086, 0.098, 0.107, 0.105, 0.102, 0.081, -0.394, 0.751, -0.395, 0.038, 0.009, 0.041, 0.037, 0.031, 0.035, -0.112, -0.341, 1.080, -0.416, -0.339, -0.101, 0.091, 0.073, 0.076, 0.090, 0.020, 0.089, 0.087, 0.074, 0.084, 0.069],
  "e_tot_ha": -3705.03367,
  "e_above_lowest_kcal_mol": 8.4,
  "e_homo_ev": -10.45,
  "charge": 1
}

| no. | frontier orbital gap (eV) |
| --- | --- |
| 1 | 5.2 |
| 2 | 8.4 |